Entry 1:
{
  "formula": "C3H40O17",
  "method": "wB97M-V/def2-TZVPD",
  "total_energy_ha": -1417.491771,
  "homo_lumo_gap_ev": 10.91,
  "largest_force_ha_per_bohr": 0.027,
  "lumo_ev": 0.20,
  "symbols": ["C", "O", "C", "C", "H", "H", "H", "H", "H", "H", "H", "H", "H", "H", "O", "H", "H", "O", "H", "H", "O", "H", "H", "O", "H", "H", "O", "H", "H", "O", "H", "H", "O", "H", "H", "O", "H", "H", "O", "H", "H", "O", "H", "H", "O", "H", "H", "O", "H", "H", "O", "H", "H", "O", "H", "H", "O", "H", "H", "O"],
  "coordinates": [[-0.13, 1.20, -1.61], [-0.76, 0.16, -2.37], [-0.27, 2.45, -2.51], [0.78, 3.50, -2.20], [-0.66, 1.28, -0.66], [0.93, 0.91, -1.49], [-0.83, -0.70, -1.87], [-0.14, 2.11, -3.55], [-1.28, 2.87, -2.38], [1.83, 3.14, -2.31], [0.72, 4.35, -2.89], [0.70, 3.91, -1.19], [0.02, -3.01, -1.96], [1.23, -2.42, -2.76], [0.99, -3.17, -2.14], [-2.29, -2.09, -1.03], [-1.09, -2.54, -0.18], [-1.29, -2.20, -1.08], [0.29, 2.91, 1.27], [0.14, 1.44, 1.67], [-0.09, 2.36, 1.96], [1.84, 2.05, 4.56], [1.22, 2.31, 3.12], [2.05, 2.18, 3.63], [3.10, 1.23, 2.61], [3.62, -0.24, 2.23], [3.34, 0.64, 1.85], [-2.13, 2.26, 1.01], [-3.12, 1.78, -0.17], [-3.05, 2.03, 0.78], [2.15, -0.48, -2.88], [0.65, -0.44, -3.30], [1.51, -0.89, -3.49], [2.96, -0.77, -0.87], [3.55, 0.66, -0.93], [3.12, -0.03, -1.46], [-3.76, -0.64, -1.14], [-3.81, -1.31, 0.24], [-3.82, -1.52, -0.70], [1.70, 0.15, 1.64], [0.97, -0.88, 0.82], [0.77, -0.12, 1.41], [-1.02, -4.06, 1.67], [-0.88, -2.51, 2.08], [-0.69, -3.21, 1.38], [0.92, -2.83, 0.79], [1.59, -2.82, -0.67], [1.68, -2.47, 0.31], [-0.34, -0.67, 2.56], [-1.88, -0.78, 2.71], [-1.04, -1.20, 3.00], [-3.69, 1.41, -2.43], [-2.37, 0.63, -2.08], [-3.25, 0.92, -1.73], [-3.31, 0.63, 1.55], [-4.11, -0.22, 2.66], [-3.42, -0.30, 1.99], [3.01, -2.30, 1.47], [3.52, -2.65, 2.87], [3.61, -1.98, 2.18]],
  "lowdin_charge": [-0.227, -0.152, -0.216, -0.103, 0.095, 0.105, 0.076, 0.124, 0.108, 0.084, 0.069, 0.067, 0.030, 0.035, -0.099, 0.042, 0.025, -0.101, 0.062, 0.019, -0.057, 0.062, 0.006, -0.055, 0.016, 0.029, -0.101, 0.041, 0.025, -0.055, 0.010, 0.025, -0.063, 0.037, 0.069, -0.040, 0.015, 0.027, -0.055, 0.035, 0.039, -0.097, 0.083, 0.027, -0.069, 0.010, 0.064, -0.125, 0.004, 0.017, -0.071, 0.091, 0.040, -0.057, 0.042, 0.065, -0.092, 0.011, 0.064, -0.062]
}



Entry 2:
{
  "formula": "C3H4AuLiO4",
  "method": "wB97M-V/def2-TZVPD",
  "s2": 3.7638,
  "total_energy_ha": -559.229372,
  "multiplicity": 4,
  "homo_lumo_gap_ev": [6.94, 6.20],
  "largest_force_ha_per_bohr": 0.240,
  "lumo_ev": [-14.74, -18.66],
  "charge": 3,
  "symbols": ["H", "C", "C", "O", "H", "H", "O", "C", "O", "Au", "H", "Li", "O"],
  "coordinates": [[-3.20, 1.60, 0.76], [-3.07, 0.86, -0.03], [-2.94, -0.58, -0.05], [-1.82, 0.35, -0.35], [-2.80, -1.13, 0.89], [-3.26, -1.14, -0.92], [1.46, -0.13, 0.09], [2.55, 0.43, -0.34], [2.91, 1.57, -0.05], [-0.10, 0.43, -0.08], [4.30, 0.25, 0.15], [2.40, -2.06, 0.07], [3.55, -0.45, -0.15]],
  "lowdin_charge": [0.166, 0.133, 0.077, -0.321, 0.166, 0.175, -0.246, -0.518, 0.486, 1.519, 0.283, 0.918, 0.160]
}



Entry 3:
{
  "formula": "C3H4AuMgO4",
  "method": "wB97M-V/def2-TZVPD",
  "s2": 3.7643,
  "total_energy_ha": -752.509947,
  "multiplicity": 4,
  "homo_lumo_gap_ev": [6.62, 5.97],
  "largest_force_ha_per_bohr": 0.145,
  "lumo_ev": [-10.12, -12.38],
  "charge": 2,
  "symbols": ["O", "C", "O", "C", "Au", "H", "H", "H", "H", "O", "C", "O", "Mg"],
  "coordinates": [[1.86, 0.82, -0.77], [1.10, -0.27, -1.06], [1.25, -1.32, -0.13], [0.98, -0.93, 1.25], [1.83, 0.85, 1.05], [1.33, -0.70, -2.05], [1.43, -1.72, 1.87], [-0.12, -0.97, 1.41], [-0.19, 0.10, -0.93], [-2.29, 0.13, 0.51], [-1.55, 0.71, -0.32], [-1.90, 1.79, -0.87], [-3.72, 1.51, 0.04]],
  "lowdin_charge": [-0.175, -0.306, -0.107, -0.182, 1.251, 0.181, 0.107, 0.087, 0.173, -0.045, -0.434, -0.026, 1.474]
}



Entry 4:
{
  "formula": "C3H4B2Cl3F12N2O23S4Y",
  "method": "wB97M-V/def2-TZVPD",
  "total_energy_ha": -6216.092029,
  "homo_lumo_gap_ev": 6.23,
  "largest_force_ha_per_bohr": 0.149,
  "lumo_ev": 6.72,
  "charge": -4,
  "symbols": ["Y", "Cl", "O", "O", "O", "O", "Cl", "O", "O", "O", "O", "Cl", "O", "O", "O", "O", "N", "S", "O", "O", "F", "S", "O", "O", "F", "N", "S", "O", "O", "F", "S", "O", "O", "F", "B", "F", "F", "F", "F", "B", "F", "F", "F", "F", "C", "C", "O", "C", "O", "O", "H", "H", "H", "H"],
  "coordinates": [[0.40, -0.20, -0.81], [-1.15, 3.32, -1.48], [-0.84, 1.99, -1.18], [-0.71, 4.01, -0.29], [-0.50, 3.77, -2.66], [-2.56, 3.39, -1.66], [3.05, -0.60, 2.20], [3.42, 0.61, 2.84], [2.09, -0.30, 1.21], [4.22, -1.13, 1.53], [2.47, -1.56, 3.05], [0.70, 0.12, -4.51], [0.15, 0.72, -5.71], [1.49, -0.98, -5.02], [1.49, 0.97, -3.69], [-0.25, -0.36, -3.54], [2.69, 4.29, -0.22], [3.08, 4.12, 1.25], [4.51, 3.97, 1.44], [2.13, 3.32, 2.07], [2.81, 5.65, 1.82], [3.14, 2.63, -0.59], [1.91, 1.75, -0.66], [4.31, 1.93, -0.19], [3.46, 3.00, -2.13], [-2.33, 0.70, 3.58], [-3.06, 1.84, 2.75], [-3.68, 1.39, 1.50], [-2.71, 3.29, 2.82], [-4.31, 1.78, 3.69], [-0.91, 1.07, 2.70], [-0.21, 2.29, 3.15], [-0.78, 0.56, 1.35], [-0.12, -0.08, 3.43], [2.20, -2.27, -2.10], [0.91, -2.30, -2.14], [2.28, -0.90, -1.91], [2.48, -2.97, -0.99], [2.78, -2.67, -3.25], [-3.02, -0.61, -1.57], [-4.05, -0.48, -0.70], [-3.38, -1.69, -2.24], [-3.24, 0.41, -2.41], [-1.86, -0.62, -0.95], [-2.71, -4.58, 0.58], [-1.75, -4.89, 1.80], [-0.81, -3.85, 1.72], [-0.98, -3.14, 0.61], [-0.21, -2.37, 0.11], [-2.04, -3.55, -0.03], [-3.69, -4.45, 1.04], [-2.79, -5.47, -0.05], [-1.29, -5.88, 1.70], [-2.27, -4.98, 2.75]],
  "lowdin_charge": [1.929, 0.614, -0.432, -0.341, -0.334, -0.330, 0.601, -0.321, -0.421, -0.361, -0.344, 0.664, -0.362, -0.363, -0.353, -0.373, -0.238, 0.455, -0.342, -0.299, -0.253, 0.663, -0.398, -0.246, -0.202, -0.244, 0.437, -0.286, -0.310, -0.240, 0.572, -0.265, -0.340, -0.199, -1.530, 0.171, 0.080, 0.188, 0.193, -1.629, 0.143, 0.192, 0.189, 0.167, -0.114, -0.110, 0.120, -0.502, 0.099, 0.128, 0.126, 0.122, 0.113, 0.117]
}



Entry 5:
{
  "formula": "C3H4Br2Cl2O",
  "method": "wB97M-V/def2-TZVPD",
  "total_energy_ha": -6260.277952,
  "homo_lumo_gap_ev": 9.58,
  "largest_force_ha_per_bohr": 0.103,
  "lumo_ev": 0.40,
  "symbols": ["C", "C", "C", "O", "Cl", "Cl", "Br", "Br", "H", "H", "H", "H"],
  "coordinates": [[0.09, -0.73, 0.06], [-1.08, 1.07, 0.31], [1.19, -0.42, -1.00], [-1.38, 1.07, 1.64], [-2.33, 0.96, -0.83], [2.34, 0.75, -0.38], [0.67, -1.02, 1.87], [2.15, -2.01, -1.59], [-0.48, -1.60, -0.10], [-0.16, 1.76, 0.18], [0.75, -0.08, -1.98], [-1.77, 0.25, 1.81]],
  "lowdin_charge": [-0.702, -0.747, -1.198, -0.110, 0.690, 0.558, 0.695, 0.610, 0.009, 0.103, 0.060, 0.033]
}



Entry 6:
{
  "formula": "C3H4Br2ClF",
  "method": "wB97M-V/def2-TZVPD",
  "total_energy_ha": -5824.743385,
  "homo_lumo_gap_ev": 10.54,
  "largest_force_ha_per_bohr": 0.068,
  "lumo_ev": 0.39,
  "symbols": ["C", "C", "F", "C", "Cl", "Br", "H", "H", "H", "Br", "H"],
  "coordinates": [[1.47, 0.95, -0.49], [0.80, 0.03, 0.21], [0.51, 0.22, 1.52], [0.40, -1.30, -0.46], [1.79, -2.38, 0.06], [-1.31, -2.10, 0.08], [1.92, 0.66, -1.37], [1.60, 1.94, -0.10], [0.32, -1.03, -1.48], [-4.45, 1.52, 1.01], [-3.05, 1.49, 1.02]],
  "lowdin_charge": [0.084, -0.487, 0.036, -0.976, 0.541, 0.650, 0.045, 0.075, 0.034, 0.326, -0.327]
}